Entry 1:
The following is a quantum chemistry calculation of a 12-piece molecular cluster, C36H103N7O12 overall in a non-equilibrium geometry, from the Open Molecules 2025 dataset.

Computed properties:
E_LUMO   0.27 eV
Highest occupied orbital energy   -8.98 eV
SMILES   COC[C@H](C)N.COC[C@H](C)N.COC[C@H](C)N.COC[C@H](C)N.COC[C@H](C)N.COC[C@H](C)N.COC[C@H](C)N.CCO.CCO.CCO.CCO.O

Geometry as ORCA input:
```
! RIJCOSX wB97M-V def2-TZVPD def2/J DEFGRID3
* xyz 0 1
O -17.013 -2.204 18.510
O -15.141 -6.226 11.828
O -17.441 3.256 11.421
O -19.010 -1.150 24.645
O -6.028 -3.012 16.505
O -22.323 0.233 14.474
O -13.800 -9.188 22.883
O -12.762 7.689 16.966
O -24.620 -4.013 20.974
O -11.108 5.919 23.992
O -11.411 -4.352 28.867
O -18.602 -13.133 17.988
N -22.442 -4.684 18.046
N -4.823 0.280 15.425
N -9.460 2.533 23.453
N -18.402 -5.803 10.012
N -12.759 -2.012 26.371
N -18.498 -15.959 18.782
N -13.547 -6.490 22.224
C -9.532 3.859 23.961
C -11.792 -5.447 29.759
C -15.821 2.068 10.185
C -12.181 8.550 14.884
C -12.457 -3.821 28.069
C -10.849 6.291 25.347
C -16.503 -5.805 11.544
C -7.114 -0.099 15.855
C -23.452 -4.823 19.039
C -23.497 -3.693 20.103
C -10.967 4.552 23.636
C -8.314 4.532 23.371
C -23.235 -6.212 19.655
C -5.690 -0.633 16.165
C -16.204 -5.927 8.924
C -12.009 -2.388 27.586
C -19.741 0.060 24.874
C -12.606 -7.434 21.588
C -19.702 -15.500 20.808
C -16.078 3.203 11.204
C -12.026 7.336 15.830
C -17.740 -11.980 17.984
C -17.045 -6.360 10.175
C -12.229 -1.297 28.687
C -14.515 -5.361 12.767
C -16.830 -0.947 17.789
C -15.455 -0.371 18.157
C -5.594 -4.283 16.041
C -12.463 -8.669 22.525
C -11.303 -6.755 21.298
C -24.682 -3.072 22.066
C -19.005 -13.547 19.277
C -19.461 -15.044 19.372
C -5.422 -2.039 15.688
C -13.934 -10.248 23.786
C -20.249 0.033 26.282
H -14.170 -6.036 21.571
H -13.706 -1.902 26.704
H -4.517 -4.327 15.882
H -20.411 -14.983 18.840
H -20.479 -14.892 21.271
H -12.814 -4.500 27.294
H -17.670 -11.603 16.964
H -22.557 -3.757 20.651
H -19.013 -6.264 10.672
H -7.874 -0.384 16.583
H -14.337 -4.334 12.449
H -12.324 -5.170 30.669
H -13.044 -7.669 20.618
H -17.242 -6.040 12.309
H -6.076 -4.570 15.106
H -16.841 -1.156 16.720
H -16.706 -12.303 18.108
H -19.508 0.296 27.037
H -7.212 0.986 15.884
H -15.075 -5.374 13.702
H -10.975 -2.459 27.248
H -7.345 4.093 23.607
H -18.346 -15.795 17.797
H -23.958 -3.421 22.803
H -20.687 -0.932 26.536
H -7.458 -0.478 14.892
H -24.524 -2.048 21.727
H -16.105 -4.842 8.931
H -5.541 -0.471 17.232
H -25.651 -3.106 22.565
H -11.834 -9.429 22.061
H -15.307 -0.202 19.223
H -23.523 -2.740 19.576
H -9.856 5.980 25.672
H -3.977 -0.193 15.143
H -13.313 -3.738 28.738
H -16.402 2.278 9.287
H -22.252 -6.416 20.079
H -15.237 -6.428 8.980
H -13.172 -11.010 23.623
H -17.628 -0.234 17.997
H -5.857 -2.065 14.689
H -15.767 4.174 10.817
H -10.127 2.007 24.000
H -12.002 -0.325 28.249
H -23.952 -6.269 20.475
H -12.434 6.409 15.426
H -16.610 -6.203 7.952
H -19.107 0.937 24.748
H -17.577 -15.731 19.130
H -16.506 -4.720 11.439
H -11.857 9.445 15.415
H -11.584 8.394 13.985
H -13.241 -1.380 29.082
H -8.425 4.639 22.292
H -13.525 -5.784 12.937
H -13.235 8.701 14.653
H -22.723 -5.211 17.231
H -20.584 0.162 24.190
H -19.802 -12.918 19.672
H -15.255 0.502 17.537
H -12.290 -6.182 29.127
H -17.795 -2.631 18.153
H -14.910 -10.708 23.632
H -22.179 0.116 13.534
H -20.075 -16.523 20.754
H -14.191 -7.075 22.737
H -11.549 5.762 25.994
H -22.651 1.129 14.557
H -11.688 3.989 24.229
H -11.493 -5.861 20.704
H -5.308 0.530 14.576
H -21.061 0.753 26.386
H -18.146 -13.376 19.926
H -9.880 2.520 22.534
H -14.686 -1.087 17.864
H -11.888 -8.348 23.393
H -24.382 -4.736 18.477
H -17.082 -7.449 10.218
H -11.557 -1.406 29.538
H -18.437 -4.828 10.275
H -23.286 -7.067 18.982
H -16.041 1.099 10.633
H -10.890 -5.887 30.184
H -9.419 3.804 25.044
H -12.302 8.370 17.462
H -11.003 7.366 25.442
H -22.625 -3.801 17.591
H -18.077 -11.172 18.633
H -18.796 -15.419 21.410
H -17.533 3.907 12.121
H -15.657 2.895 12.161
H -5.859 -5.039 16.781
H -10.855 -6.297 22.179
H -14.791 1.993 9.838
H -10.997 7.146 16.135
H -12.825 -2.857 25.821
H -18.824 -1.243 23.708
H -4.345 -2.140 15.550
H -11.243 4.421 22.590
H -8.213 5.487 23.887
H -10.521 -7.384 20.873
H -13.784 -9.940 24.821
*
```

---

Entry 2:
The following is a quantum chemistry calculation of a 14-piece molecular cluster, C36H104N4O24 overall in a non-equilibrium geometry, from the Open Molecules 2025 dataset.

Computed properties:
E_LUMO   0.29 eV
Highest occupied orbital energy   -8.64 eV

Geometry as ORCA input:
```
! RIJCOSX wB97M-V def2-TZVPD def2/J DEFGRID3
* xyz 0 1
O 8.539 17.388 22.011
O 12.868 15.278 9.005
O 8.956 17.765 15.515
O 9.952 18.782 18.233
O 9.048 16.346 19.180
O 13.350 12.219 18.923
O 5.026 14.311 14.726
O 13.208 20.860 16.028
O 7.764 13.754 15.740
O 15.662 13.943 15.754
O 7.742 11.250 18.358
O 11.028 22.566 16.085
O 15.362 19.426 20.824
O 12.337 11.022 13.935
O 7.222 18.588 19.404
O 13.598 17.336 20.705
O 8.506 13.804 18.282
O 8.124 20.199 15.110
O 14.473 17.300 13.882
O 13.450 14.094 20.671
O 17.355 8.970 17.087
O 12.077 12.552 16.380
O 16.836 13.176 13.111
O 17.600 18.060 11.695
N 14.931 11.038 15.368
N 18.363 17.917 15.228
N 13.123 14.806 14.799
N 13.867 13.380 12.057
C 11.823 13.305 10.796
C 13.691 14.936 10.104
C 7.116 15.063 15.694
C 13.585 17.233 14.992
C 11.162 11.527 15.973
C 17.469 19.868 14.090
C 14.396 14.335 19.556
C 9.360 19.734 19.094
C 15.755 9.892 15.602
C 13.287 13.561 10.701
C 7.325 13.513 18.965
C 13.656 18.254 19.641
C 12.461 16.155 15.021
C 8.187 19.397 13.934
C 18.302 9.184 18.152
C 16.317 9.337 14.342
C 16.753 14.551 15.155
C 6.132 15.172 14.522
C 16.797 10.149 16.687
C 18.219 17.731 10.498
C 16.745 14.471 13.646
C 17.624 18.375 14.044
C 11.096 11.491 14.466
C 13.949 17.984 12.744
C 11.667 16.109 16.286
C 9.430 16.378 21.648
C 9.252 18.314 14.218
C 13.242 14.891 7.698
C 11.607 22.081 17.352
C 15.047 18.863 19.534
C 7.804 19.787 18.899
C 10.048 16.508 20.214
C 13.067 21.880 16.965
C 14.564 12.945 18.931
C 18.341 17.812 12.845
C 7.335 12.076 19.442
H 13.529 12.524 12.485
H 13.974 15.017 18.873
H 17.618 15.098 13.300
H 15.090 9.119 16.063
H 10.532 17.472 20.195
H 9.168 17.562 13.405
H 11.590 12.240 10.736
H 6.388 11.785 19.773
H 16.296 10.611 17.501
H 19.164 18.283 10.311
H 7.636 17.847 18.898
H 16.645 8.306 14.558
H 10.251 18.733 14.069
H 18.397 16.745 13.020
H 17.223 20.410 13.146
H 7.198 14.269 19.792
H 8.075 11.978 20.255
H 12.582 15.439 7.003
H 9.272 18.404 16.212
H 13.243 13.763 7.454
H 10.787 12.462 14.079
H 7.601 19.900 17.847
H 14.483 17.671 11.905
H 17.528 17.822 9.682
H 13.969 19.072 12.913
H 18.593 8.180 18.482
H 11.082 21.226 17.669
H 13.687 12.779 10.011
H 11.381 17.101 16.610
H 7.901 15.823 15.568
H 14.864 13.085 12.079
H 8.238 19.973 12.983
H 17.538 10.872 16.256
H 8.944 15.406 21.862
H 15.882 14.954 13.274
H 14.252 17.600 21.362
H 17.858 9.733 18.982
H 19.236 18.467 15.372
H 17.578 13.884 15.563
H 9.555 19.461 20.135
H 9.559 17.927 18.554
H 7.886 17.511 21.320
H 16.655 17.872 14.013
H 9.742 20.758 18.864
H 8.269 13.676 17.271
H 13.578 15.698 10.857
H 10.877 15.412 16.255
H 12.938 17.679 12.481
H 14.174 17.092 15.929
H 14.320 15.140 7.626
H 19.339 18.253 12.763
H 12.596 14.112 15.262
H 15.308 14.707 19.902
H 11.493 22.877 18.146
H 5.777 16.209 14.514
H 7.100 13.073 15.613
H 18.367 20.326 14.465
H 10.782 15.731 20.128
H 7.193 18.967 13.781
H 12.873 18.987 19.946
H 10.357 10.730 14.185
H 13.561 21.548 17.871
H 13.340 17.755 18.689
H 14.875 13.036 17.898
H 17.714 13.110 12.738
H 11.191 13.707 10.018
H 13.097 11.216 14.593
H 15.515 9.279 13.620
H 13.088 14.959 20.890
H 15.017 19.645 18.763
H 11.781 16.405 14.179
H 11.515 13.490 11.817
H 4.966 13.683 13.989
H 12.526 12.163 17.181
H 6.718 14.969 13.596
H 16.708 20.146 14.820
H 14.789 14.328 15.414
H 19.137 9.789 17.747
H 13.171 14.505 13.786
H 17.183 9.881 13.956
H 12.363 15.698 17.067
H 12.608 21.154 15.288
H 13.110 18.282 15.039
H 14.471 11.385 16.213
H 17.852 17.998 16.082
H 6.431 13.743 18.370
H 11.421 10.487 16.370
H 10.113 11.663 16.366
H 14.765 14.980 9.849
H 7.300 20.616 19.399
H 15.430 11.746 14.885
H 18.484 16.684 10.615
H 8.340 11.784 17.846
H 10.094 22.403 16.087
H 16.168 19.930 20.716
H 15.758 18.031 19.387
H 13.487 22.828 16.621
H 9.232 15.503 18.741
H 6.619 15.224 16.642
H 10.311 16.433 22.325
H 7.367 19.833 15.602
H 16.908 15.538 15.634
H 12.850 12.459 19.719
H 15.394 12.412 19.487
*
```

---

no.,electronic energy (eV)
1,-73994.35321
2,-94111.38084